# 1
C28H67NO16 | the ωB97M-V functional and the def2-TZVPD basis

Its net charge is 0. Its orbital gap is 10.10 eV. Its multiplicity is 1.

```
112
Properties=species:S:1:pos:R:3:forces:R:3
C 2.118 -0.646 1.833 0.1 -0.3 -0.3
C 1.739 0.134 0.831 0.0 0.1 0.2
C 0.434 0.867 0.635 -0.3 -0.3 -0.9
O 0.461 2.191 1.159 0.0 0.1 0.0
C 1.611 2.773 1.297 -0.9 -0.5 0.0
N 2.557 3.375 1.520 0.9 0.6 0.1
O 0.274 0.988 -0.818 0.8 -0.1 0.5
C -0.119 -0.270 -1.171 -0.4 0.2 0.5
O 0.091 -0.782 -2.210 0.0 -0.3 -0.8
O -0.784 -0.829 -0.142 -0.1 0.1 0.2
C -0.925 0.181 0.905 0.0 -0.3 0.4
C -1.134 -0.509 2.257 0.0 0.0 -0.2
C -0.721 0.349 3.464 -0.2 -0.3 -0.1
C -2.118 1.109 0.567 0.2 0.4 -0.3
C -2.984 0.674 -0.624 -0.2 -0.1 0.4
C -3.757 -0.645 -0.378 0.1 0.0 -0.2
C -3.634 -1.705 -1.500 0.4 0.2 0.2
C -2.830 -2.949 -1.098 0.0 -0.3 -0.2
C -3.279 -4.279 -1.721 0.4 0.0 0.5
C -2.278 -5.384 -1.303 -0.3 0.1 -0.4
C -1.249 -5.648 -2.411 -0.1 0.0 -0.2
O 0.130 -5.509 -2.021 -0.2 0.3 0.0
C 0.618 -6.138 -0.946 -0.2 -0.1 -0.3
C 0.024 -7.471 -0.581 0.1 -0.1 0.4
O 1.536 -5.638 -0.361 0.6 0.0 0.3
H 1.464 -1.024 2.601 0.0 0.3 0.2
H 3.137 -1.016 1.848 -0.1 -0.2 -0.1
H 2.422 0.284 -0.004 0.1 0.3 0.2
H -2.204 -0.702 2.351 0.1 -0.1 -0.1
H -0.653 -1.490 2.233 0.1 0.1 0.1
H -1.272 0.020 4.347 0.0 0.1 -0.1
H 0.337 0.254 3.699 0.0 0.2 -0.1
H -0.955 1.403 3.298 0.0 0.0 0.1
H -1.749 2.115 0.349 0.0 -0.1 0.1
H -2.758 1.191 1.448 0.1 0.0 0.0
H -3.710 1.473 -0.770 0.1 0.0 -0.2
H -2.400 0.610 -1.546 0.0 0.0 0.1
H -3.404 -1.077 0.561 -0.2 -0.1 0.0
H -4.814 -0.399 -0.248 0.1 0.0 0.1
H -3.087 -1.243 -2.328 -0.4 -0.1 -0.2
H -4.629 -1.985 -1.855 0.1 -0.1 0.0
H -2.847 -3.090 -0.009 0.0 0.1 0.0
H -1.784 -2.804 -1.386 0.0 0.0 0.2
H -4.277 -4.539 -1.354 0.0 0.1 -0.2
H -3.287 -4.197 -2.809 -0.3 0.0 0.1
H -1.774 -5.045 -0.393 0.1 -0.2 0.0
H -2.826 -6.305 -1.090 0.1 0.1 0.1
H -1.419 -6.617 -2.895 0.1 0.0 0.2
H -1.352 -4.892 -3.189 0.0 -0.1 0.0
H -0.995 -7.344 -0.212 0.0 -0.1 -0.2
H 0.628 -7.884 0.227 -0.1 0.0 -0.1
H 0.032 -8.159 -1.426 -0.1 0.1 -0.1
C 4.833 -4.531 1.763 -0.1 0.0 -0.2
O 3.733 -4.146 0.959 0.0 -0.1 0.1
H 5.099 -3.676 2.381 0.0 0.0 0.0
H 4.581 -5.371 2.418 0.0 0.0 0.0
H 5.702 -4.803 1.157 0.0 0.0 0.0
H 3.476 -4.896 0.409 -0.3 0.1 0.1
C 3.717 7.020 1.600 0.0 -0.2 0.1
O 4.520 6.218 2.457 0.0 0.0 -0.1
H 3.937 8.061 1.828 0.0 0.0 0.0
H 3.948 6.828 0.550 0.0 0.1 0.0
H 2.653 6.838 1.774 0.0 0.0 0.0
H 4.320 5.298 2.254 0.0 -0.1 0.1
C -1.501 5.242 3.069 0.0 -0.1 0.0
O -0.965 4.054 3.639 -0.1 0.0 -0.1
H -2.197 5.655 3.795 0.0 0.0 0.0
H -0.721 5.982 2.873 0.0 0.0 0.0
H -2.044 5.037 2.142 0.0 0.0 0.0
H -0.347 3.678 3.007 0.0 0.0 0.0
C 6.271 6.404 5.316 0.1 -0.1 0.1
O 7.087 5.648 6.208 0.0 0.1 0.0
H 6.473 7.454 5.518 0.0 0.0 0.0
H 6.506 6.190 4.273 0.0 0.0 0.0
H 5.210 6.211 5.485 0.0 0.0 0.0
H 6.921 4.716 6.043 0.0 0.0 0.0
C -2.871 -3.768 -6.231 -0.1 0.0 0.1
O -3.692 -3.916 -5.078 0.0 0.0 -0.1
H -1.954 -3.281 -5.907 0.0 0.0 0.0
H -2.617 -4.735 -6.673 0.0 0.0 0.0
H -3.350 -3.143 -6.989 0.0 0.0 0.0
H -4.511 -4.344 -5.343 0.0 0.0 0.0
C 5.475 10.333 3.841 0.0 -0.1 -0.1
O 5.851 9.900 2.540 -0.1 -0.1 0.1
H 5.451 11.420 3.821 0.0 0.0 0.0
H 4.484 9.964 4.119 0.0 0.0 0.0
H 6.198 10.013 4.596 0.0 0.0 0.0
H 5.881 8.938 2.550 0.1 0.0 0.0
C -6.105 -6.904 -0.507 0.1 0.0 0.0
O -4.862 -7.484 -0.892 -0.1 0.0 0.1
H -6.430 -6.275 -1.332 0.0 0.0 0.0
H -6.866 -7.666 -0.325 0.0 0.0 0.0
H -5.999 -6.282 0.386 0.0 0.0 0.0
H -4.565 -8.050 -0.175 0.0 0.0 0.0
C -4.985 3.403 -2.832 0.0 -0.1 0.0
O -5.459 2.278 -2.097 -0.1 0.1 -0.1
H -4.205 3.870 -2.235 0.0 0.0 0.0
H -4.557 3.105 -3.792 0.0 0.0 0.0
H -5.779 4.134 -3.005 0.0 0.0 0.0
H -6.148 1.853 -2.616 0.0 0.0 0.0
C 5.051 -1.995 -2.491 -0.2 -0.1 0.1
O 4.593 -2.300 -1.183 0.1 0.2 -0.1
H 5.979 -1.438 -2.384 0.0 0.0 0.0
H 5.251 -2.900 -3.071 0.0 0.0 0.0
H 4.335 -1.376 -3.040 0.0 0.0 0.0
H 3.776 -2.806 -1.236 0.0 -0.1 0.1
C 0.148 3.153 -3.346 -0.1 0.0 -0.2
O -0.624 3.486 -4.497 0.0 0.0 0.1
H 0.297 4.072 -2.783 0.0 0.0 0.0
H -0.370 2.430 -2.715 0.0 0.0 0.0
H 1.124 2.748 -3.625 0.0 0.0 0.1
H -0.761 2.679 -5.002 0.0 0.0 0.0
```
Forces are in eV/Å.

***

# 2
C28H68Cl4N4 | the ωB97M-V functional and the def2-TZVPD basis

Its net charge is 0. Its orbital gap is 8.35 eV. The calculation puts the energy above the lowest of the compared OMol25 structures with the same formula, charge and spin at 3.575 eV. Its multiplicity is 1.

```
104
Properties=species:S:1:pos:R:3:forces:R:3
C 2.136 4.418 0.065 -1.3 -0.1 -0.5
C 1.229 5.667 0.274 4.8 0.8 -0.3
N 1.380 6.616 -0.887 -1.2 -0.5 1.4
C 0.116 7.411 -0.965 -1.0 -4.8 -3.8
C -0.485 7.926 0.224 -5.8 4.6 -5.5
C 2.493 7.463 -0.769 -1.1 3.2 -4.1
C 3.021 7.869 -2.249 -0.4 2.3 2.0
H 3.189 4.442 0.319 0.3 1.0 0.0
H 2.049 4.184 -1.007 0.0 -0.7 0.5
H 1.772 3.657 0.763 -0.2 -0.3 -0.6
H 1.674 6.049 1.255 -1.4 0.3 -0.9
H 0.219 5.467 0.243 -2.0 -1.1 0.8
H -0.555 6.467 -1.341 0.8 2.4 0.7
H -0.051 8.144 -1.765 1.2 -0.4 -0.3
H -0.217 7.506 0.995 1.6 -5.9 7.9
H -1.700 7.832 -0.067 3.2 0.9 1.7
H -0.110 8.863 0.593 -0.5 1.7 -0.9
H 3.332 7.108 -0.301 1.7 -1.2 1.6
H 2.110 8.420 -0.374 0.9 0.0 0.6
H 2.392 8.720 -2.716 0.2 -2.1 0.2
H 3.223 6.954 -2.840 0.0 1.0 0.1
H 3.863 8.562 -1.969 0.2 -1.3 -0.7
C -2.258 -2.063 -2.003 -0.9 1.3 1.0
C -1.115 -2.696 -2.680 1.0 -0.8 0.6
N 0.117 -1.918 -2.546 1.7 2.2 -0.6
C 1.366 -2.630 -2.629 -3.2 2.0 10.9
C 1.464 -3.713 -3.355 -0.4 -11.0 -0.4
C 0.296 -0.965 -3.654 -1.4 2.5 2.8
C 1.201 0.235 -3.235 -1.5 -2.0 3.4
H -2.706 -1.201 -2.487 0.4 0.6 0.1
H -2.030 -1.878 -0.948 0.1 0.4 -0.2
H -3.077 -2.729 -1.944 -0.9 -1.1 -0.1
H -1.270 -2.713 -3.740 -0.6 -1.2 -0.8
H -1.121 -3.700 -2.151 1.0 0.8 -1.2
H 1.350 -3.086 -1.534 0.5 0.8 -1.0
H 2.321 -2.179 -2.583 0.4 1.9 -0.3
H 0.782 -4.550 -3.753 -0.5 1.1 2.3
H 2.340 -4.237 -2.980 0.1 -0.6 -0.1
H 1.707 -3.544 -4.225 3.2 2.5 -9.3
H -0.699 -0.686 -3.856 -1.3 1.5 -0.3
H 0.483 -1.467 -4.500 1.8 -1.9 -3.4
H 2.018 -0.118 -2.588 0.0 -0.3 -0.4
H 0.600 0.745 -2.458 0.1 0.1 -0.5
H 1.637 0.974 -3.810 0.4 1.1 -2.2
C -3.123 -3.863 3.251 4.0 16.1 -5.1
C -4.363 -2.944 3.090 1.7 -2.9 -2.2
N -5.007 -3.259 1.772 0.7 2.9 1.0
C -5.638 -4.504 1.688 6.9 -3.1 -1.5
C -6.218 -5.292 2.720 -7.5 4.0 5.3
C -6.067 -2.311 1.506 -0.6 1.7 2.1
C -6.292 -2.033 0.017 4.7 -2.3 1.6
H -3.479 -4.617 3.333 -6.4 -17.0 2.2
H -2.512 -3.463 3.908 2.4 1.1 4.6
H -2.423 -3.743 2.449 -0.2 -0.5 -1.5
H -4.144 -1.970 3.358 0.6 2.5 -1.0
H -4.949 -3.173 3.905 -2.1 -1.1 1.8
H -4.868 -5.304 1.543 1.6 1.0 -0.5
H -5.904 -4.732 0.694 -2.0 0.6 -1.1
H -6.356 -5.015 3.955 1.0 -0.2 -3.7
H -6.082 -6.277 2.681 1.0 -3.8 -0.2
H -7.270 -5.119 2.353 -0.3 -1.1 1.5
H -5.908 -1.431 2.190 0.4 0.0 -1.4
H -6.895 -2.696 2.113 -1.1 -0.1 -0.9
H -7.147 -1.514 -0.171 -1.7 2.3 -0.9
H -6.435 -2.988 -0.408 -0.7 -1.4 -0.6
H -5.200 -1.896 -0.389 -2.3 1.2 0.4
C 6.243 -2.682 -1.540 3.2 6.3 -2.5
C 5.670 -1.345 -0.955 0.0 1.3 2.3
N 5.572 -1.369 0.564 -4.4 -6.9 -2.0
C 5.631 -0.230 1.303 7.3 1.5 -0.9
C 5.034 0.942 0.751 -3.6 2.6 -0.2
C 4.281 -2.164 0.937 5.0 -0.5 3.6
C 4.734 -3.264 2.002 -2.4 -1.7 0.0
H 7.383 -2.602 -1.311 -2.2 -0.8 -0.3
H 6.107 -2.613 -2.658 0.1 -0.5 1.1
H 5.726 -3.373 -1.094 -2.3 -4.7 2.1
H 4.688 -0.864 -1.276 1.2 -1.1 -0.6
H 6.461 -0.628 -1.055 0.2 0.9 -0.8
H 6.678 -0.022 1.025 1.1 0.3 1.2
H 5.669 -0.325 2.391 -0.7 -0.3 -0.2
H 4.871 1.081 -0.339 0.7 -0.7 0.6
H 5.474 1.917 1.104 -1.0 -1.1 0.2
H 4.074 0.574 1.131 -1.6 2.4 -0.2
H 3.891 -2.802 0.278 -1.5 -1.7 -3.8
H 3.546 -1.568 1.347 -1.6 1.5 0.8
H 3.858 -3.999 2.455 1.6 1.8 -1.7
H 5.073 -2.866 2.925 1.0 0.7 0.6
H 5.474 -3.938 1.513 -0.4 0.6 0.6
Cl -6.034 3.255 2.157 -0.1 -0.1 0.1
C -5.169 1.697 2.111 0.2 -0.1 -3.3
C -4.058 1.777 0.953 2.3 0.2 6.2
Cl -3.168 0.230 0.951 0.1 -0.6 0.2
H -5.878 0.883 1.843 0.4 0.7 0.3
H -4.727 1.516 3.059 0.5 -0.1 0.6
H -3.256 2.545 1.221 -1.3 -0.8 -0.1
H -4.224 1.909 -0.013 -2.1 0.8 -4.0
Cl 0.915 -1.946 2.929 -0.2 -0.5 0.1
C -0.069 -1.797 1.476 1.1 1.6 -1.9
C 0.510 -0.652 0.598 -2.5 0.9 8.5
Cl 0.615 0.989 1.306 0.2 -0.5 0.1
H -1.092 -1.640 1.675 -1.1 0.2 0.8
H -0.004 -2.595 0.731 0.2 -0.7 0.8
H 0.013 -0.552 -0.188 -4.9 0.9 -6.6
H 1.327 -1.006 0.282 7.2 -1.9 -1.9
```
Forces are in eV/Å.